Entry from the OMol25 dataset: C26H29N3O2 in the gas phase at a distorted geometry (wB97M-V/def2-TZVPD).

Each line ends with the Mulliken charge.
Cartesian coordinates (Å):
C -3.78 -1.47 0.11  -0.98
O -4.49 -0.35 -0.49  -0.41
C -4.09 0.80 -0.51  0.51
C -5.06 1.83 -1.10  -0.98
C -4.62 3.14 -1.20  -0.57
C -3.42 3.36 -0.47  -0.46
C -2.52 2.44 -0.07  0.38
C -1.10 2.73 0.22  0.71
C -0.93 4.05 1.08  -0.95
C 0.42 4.29 1.45  -0.16
C 1.39 3.60 1.27  -1.22
C 1.24 2.41 0.35  0.47
N 2.15 1.61 0.37  0.30
C 3.60 1.82 0.26  0.25
O 4.11 2.79 0.65  -0.56
C 4.38 0.62 -0.46  0.27
C 4.30 0.17 -1.72  -0.61
C 2.83 -0.56 -2.09  -1.12
N 2.20 -0.82 -0.97  0.04
C 0.94 -1.79 -1.32  -1.24
C 0.20 -1.98 -0.10  0.60
C 0.13 -1.53 1.20  0.82
C -0.86 -1.83 2.15  -1.73
C -1.41 -3.12 1.89  -0.03
C -1.24 -3.80 0.92  0.42
C -2.03 -5.07 0.31  -1.48
N -0.45 -3.33 -0.49  -0.60
C 3.04 -1.79 -0.05  -0.38
C 4.05 -0.83 0.69  -1.77
C -0.02 2.16 0.11  0.55
C -2.86 1.02 -0.20  -0.01
H -3.41 -1.32 1.07  0.44
H -2.89 -1.49 -0.55  0.37
H -4.28 -2.39 0.24  0.33
H -5.95 1.46 -1.35  0.62
H -5.32 4.07 -1.46  0.26
H -3.11 4.61 -0.82  0.05
H -1.63 4.86 1.17  0.34
H 0.51 5.44 2.04  0.06
H 2.41 3.90 1.35  0.49
H 2.01 0.68 0.09  -0.31
H 5.55 0.63 0.07  0.27
H 4.62 1.11 -2.39  0.25
H 5.04 -0.68 -1.88  0.26
H 2.95 -1.05 -2.96  0.54
H 2.22 0.49 -2.49  0.25
H 1.23 -2.52 -2.04  0.43
H 0.22 -0.99 -1.88  0.30
H 0.43 -0.45 1.40  0.23
H -0.94 -1.46 3.02  0.98
H -2.06 -3.73 2.67  0.15
H -1.40 -5.95 1.06  0.28
H -1.64 -5.55 -0.59  0.36
H -2.87 -5.17 0.57  0.51
H 3.75 -2.37 -0.79  0.34
H 2.55 -2.53 0.52  0.66
H 4.93 -1.21 0.87  0.70
H 3.48 -0.50 1.41  0.58
H -0.21 1.09 -0.54  -0.20
H -2.30 0.47 0.43  0.39

- total charge = 0
- HOMO energy (Eh) = -0.254
- relative energy (zero: lowest compared OMol25 entry of this formula, charge and spin) (kcal/mol) = 554.1
- 2S+1 = 1

Entry from the OMol25 dataset: a 3-piece molecular cluster, C13H26Cl2O4P2S overall at a distorted geometry (wB97M-V/def2-TZVPD).

Each line ends with the Mulliken charge.
Cartesian coordinates (Å):
C -0.08 -1.56 0.04  -0.65
C 0.30 -0.28 0.27  -0.14
P -0.62 1.22 -0.22  0.12
P 1.30 2.44 0.00  0.08
S 2.63 1.71 -1.24  -0.41
C -2.25 0.27 -0.53  -0.23
Cl -2.51 -0.21 -2.19  -0.20
C -3.17 -0.04 0.38  0.73
C -4.46 -0.74 0.08  -1.13
Cl -2.90 0.39 2.05  -0.20
H -0.26 -2.18 0.91  0.24
H -0.13 -2.02 -0.94  0.29
H 1.23 -0.11 0.81  0.43
H -0.68 1.69 -1.56  0.02
H -1.22 2.03 0.78  0.04
H 0.99 3.78 -0.36  0.11
H 1.75 2.47 1.34  0.09
H -5.03 -0.91 0.98  0.40
H -4.30 -1.66 -0.48  0.13
H -5.07 -0.10 -0.55  0.32
C 4.51 6.20 2.31  -0.97
C 4.34 5.28 3.50  -0.42
O 3.59 4.11 3.17  -0.35
C 4.14 3.01 2.63  0.82
C 5.54 3.06 2.08  -1.04
O 3.46 2.02 2.52  -0.58
H 5.07 5.73 1.51  0.28
H 5.03 7.11 2.61  0.36
H 3.53 6.48 1.91  0.29
H 5.30 5.01 3.95  0.38
H 3.76 5.78 4.28  0.31
H 5.49 3.30 1.02  0.24
H 5.99 2.08 2.21  0.33
H 6.19 3.78 2.59  0.34
C -2.82 -3.85 -3.91  -1.17
C -2.92 -3.69 -2.41  0.53
O -3.98 -4.48 -1.86  -0.41
C -3.85 -5.78 -1.52  0.71
C -2.62 -6.54 -1.98  -0.85
O -4.73 -6.32 -0.92  -0.56
H -2.58 -4.88 -4.19  0.33
H -2.05 -3.20 -4.31  0.35
H -3.77 -3.60 -4.38  0.33
H -1.98 -3.91 -1.91  0.26
H -3.18 -2.66 -2.17  -0.41
H -2.85 -7.04 -2.93  0.25
H -2.39 -7.29 -1.23  0.30
H -1.73 -5.92 -2.10  0.29

- total charge = 0
- HOMO energy (Eh) = -0.284
- 2S+1 = 1

Number 1: orbital gap 6.1 eV, E_tot -1322.06939 hartree. Number 2: orbital gap 6.9 eV, E_tot -2812.99678 hartree.